Record 1
Density functional theory data (wB97M-V/def2-TZVPD) for a cluster of 3 separate species, C5H15NO2 in total at a distorted geometry.

Atoms and positions in Å:
C -0.3326 1.5276 1.0718
N 0.9614 -0.6589 -0.2551
C -0.2888 -0.3298 -0.6011
C -0.8468 0.8790 -0.1316
C -2.0049 1.4881 -0.8795
C -1.0213 -1.2736 -1.4813
H 0.7267 1.7569 1.0643
H -0.5101 1.0029 2.0191
H -0.8367 2.4654 1.3208
H 1.4304 0.1161 0.2175
H 1.1636 -1.4886 0.3068
H -2.1218 2.5132 -0.5598
H -2.9246 0.9772 -0.5745
H -1.7717 1.4238 -1.9327
H -1.8207 -1.6751 -0.8552
H -1.5799 -0.6869 -2.2201
H -0.4519 -2.0209 -2.0062
H -0.2400 -3.6148 2.1476
H 0.0280 -3.6400 0.6049
O 0.0455 -3.0863 1.3907
H 3.0435 1.6000 1.2232
H 3.5546 2.0850 -0.1913
O 2.7849 1.8743 0.3415

The calculation puts the HOMO-LUMO gap (alpha / beta) at 10.337 / 9.356 eV. The expectation value of S² is 0.76. The net charge is +1. As for the spin multiplicity: 2. The value obtained for the energy is -11005.8890 eV. The energy relative to the best compared isomer or geometry (same formula, charge and spin) is 0.000 eV. The value obtained for the HOMO energy (alpha / beta) is -13.3 / -15.4 eV.

***

Record 2
Density functional theory data (wB97M-V/def2-TZVPD) for a cluster of 8 separate species, C29H49F15O19S3 in total at a distorted geometry.

Atoms and positions in Å:
C 30.7334 7.5276 38.6803
C 29.5361 8.2367 38.0794
O 29.5263 9.6041 38.5768
C 28.3741 10.1987 38.7853
O 27.2808 9.7237 38.6535
C 28.5830 11.6958 39.1085
F 29.7165 11.8776 39.7898
F 28.7058 12.3887 37.9592
F 27.5430 12.2009 39.7498
H 31.0041 7.9031 39.6657
H 31.5835 7.6385 38.0107
H 30.4816 6.4762 38.8219
H 28.5952 7.7381 38.2932
H 29.6380 8.3717 37.0046
C 41.7475 10.4373 36.5233
C 40.4380 10.2656 37.2496
O 39.3902 10.6601 36.3266
C 38.1572 10.3461 36.6581
O 37.7954 9.8503 37.6776
C 37.2360 10.6932 35.4724
F 37.4216 11.9325 35.0271
F 37.4543 9.8376 34.4505
F 35.9554 10.5336 35.8277
H 42.5742 10.4930 37.2260
H 41.6746 11.3410 35.9176
H 41.9202 9.6210 35.8237
H 40.3452 10.8648 38.1531
H 40.2448 9.2193 37.4887
C 33.8664 7.7510 33.0721
C 33.7483 9.0637 33.8334
O 32.5490 9.7073 33.4599
C 31.5211 9.6398 34.2877
O 31.5202 9.0615 35.3315
C 30.4535 10.7148 33.9513
F 30.3724 11.4660 35.0354
F 30.7017 11.4432 32.8683
F 29.3214 10.0392 33.6812
H 33.7244 7.9652 32.0106
H 33.0978 7.1020 33.4868
H 34.8697 7.3345 33.1479
H 34.6195 9.7144 33.7115
H 33.9653 8.8869 34.8950
C 35.9893 9.3376 30.2617
C 36.7572 10.4698 29.6422
O 37.3484 10.0182 28.4145
C 36.7127 10.1558 27.2912
O 35.5909 10.5688 27.1810
C 37.4407 9.5557 26.0725
F 38.6418 9.0854 26.4085
F 36.6966 8.5359 25.6183
F 37.5667 10.4307 25.0817
H 35.5844 9.4928 31.2600
H 36.6679 8.4821 30.3251
H 35.1769 8.9818 29.6227
H 37.6298 10.7331 30.2367
H 36.2048 11.3896 29.4529
C 32.1346 10.6320 29.9226
C 33.2229 11.6920 29.7939
O 33.7168 12.0139 31.1213
C 33.1414 13.0197 31.7510
O 32.2946 13.7397 31.3160
C 33.7461 13.1929 33.1528
F 34.7325 14.0936 33.1895
F 32.8007 13.6362 33.9878
F 34.2260 12.0411 33.6247
H 32.2098 10.0331 30.8323
H 32.0866 9.9189 29.1030
H 31.2027 11.1904 30.0467
H 32.8631 12.6108 29.3438
H 34.0846 11.2768 29.2793
C 35.5713 7.4478 39.0113
C 34.9648 7.6752 37.6361
O 33.9698 6.6399 37.4121
S 34.4351 5.2746 36.7259
C 32.8122 4.7572 36.2204
O 35.2968 5.5534 35.6217
O 34.8930 4.3854 37.7431
H 36.2568 6.6048 38.9247
H 34.8126 7.2808 39.7713
H 36.1961 8.2879 39.3221
H 34.4388 8.6178 37.5010
H 35.7645 7.6276 36.8952
H 32.9681 3.7441 35.8596
H 32.4403 5.4403 35.4604
H 32.1235 4.8073 37.0579
C 29.1620 7.9567 30.9089
C 28.4994 6.7755 31.5875
O 28.7098 6.8901 33.0170
S 28.6138 5.6109 33.9301
C 26.8813 5.1783 33.8816
O 29.3134 4.5572 33.2578
O 29.0193 5.9592 35.2462
H 30.2434 7.9468 31.0519
H 28.7608 8.8731 31.3408
H 28.9344 7.9410 29.8441
H 27.4199 6.9177 31.4826
H 28.8401 5.8181 31.2018
H 26.2944 6.0933 33.8187
H 26.6635 4.6460 34.8014
H 26.7127 4.5862 32.9884
C 28.7465 14.1109 33.0114
C 27.2987 14.0723 32.5933
O 27.2092 15.0464 31.5175
S 25.9138 15.0238 30.5827
C 24.8910 16.1449 31.5026
O 26.2813 15.6298 29.3546
O 25.3778 13.7005 30.6444
H 28.9875 13.5031 33.8856
H 29.0769 15.1068 33.3174
H 29.4340 13.8551 32.2039
H 26.9364 13.1002 32.2813
H 26.7054 14.4950 33.4097
H 25.3344 17.1287 31.3603
H 25.0104 15.9451 32.5684
H 23.8359 16.0779 31.2626

The calculation puts the HOMO-LUMO gap at 11.046 eV. The value obtained for the energy is -143038.1486 eV. The energy relative to the best compared isomer or geometry (same formula, charge and spin) is 0.000 eV. Its SMILES is CCOC(=O)C(F)(F)F.CCOC(=O)C(F)(F)F.CCOC(=O)C(F)(F)F.CCOC(=O)C(F)(F)F.CCOC(=O)C(F)(F)F.CCOS(C)(=O)=O.CCOS(C)(=O)=O.CCOS(C)(=O)=O. The value obtained for the HOMO energy is -10.8 eV.

***

Record 3
Density functional theory data (wB97M-V/def2-TZVPD) for the molecule C5H10O2.

Atoms and positions in Å:
C 2.5467 -0.6601 -0.2053
C 1.0966 -0.8761 0.1858
O 0.3809 0.3195 -0.0716
C -0.9895 0.2357 0.2477
C -1.5020 1.6421 0.5290
C -1.7764 -0.3780 -0.9092
O -2.9068 -0.7903 -0.7906
H 2.9591 0.1950 0.3398
H 3.1418 -1.5489 0.0331
H 2.6302 -0.4595 -1.2781
H 0.6660 -1.7239 -0.3755
H 1.0179 -1.1197 1.2578
H -1.1500 -0.4038 1.1307
H -2.5936 1.6354 0.6058
H -1.0818 2.0071 1.4707
H -1.1918 2.3114 -0.2803
H -1.2475 -0.3859 -1.8897

The calculation puts the HOMO-LUMO gap at 10.571 eV. The value obtained for the energy is -9441.4063 eV. The energy relative to the best compared isomer or geometry (same formula, charge and spin) is 1.637 eV. Its SMILES is CCO[C@@H](C)C=O. The value obtained for the HOMO energy is -9.6 eV.

***

Record 4
Density functional theory data (wB97M-V/def2-TZVPD) for the ion C18H30N5O4P2S2 with charge +1 at a distorted geometry.

Atoms and positions in Å:
C 0.4266 -0.1061 3.2079
C 1.2983 1.2074 3.6741
C 1.8023 1.9635 2.3067
C 2.9238 1.0780 1.4370
C 3.7735 0.0438 2.3711
N 2.2795 0.5129 0.2080
C 1.8363 -0.8503 -0.2434
C 1.9917 -2.2255 0.6232
C 3.6797 -2.7831 0.4811
C 4.6579 -1.8022 -0.5652
O 4.1009 -3.3057 -0.9307
C 1.1346 -0.7007 -1.7487
C 0.4552 -1.8445 -2.7135
C -0.8260 -2.5845 -1.9335
C -1.9671 -1.4662 -1.4525
S -3.5889 -2.4051 -1.2761
C -4.4310 -1.9908 0.3582
S -3.7815 -2.5120 1.8756
N -5.7150 -1.1766 0.4468
C -6.1195 0.0801 -0.3245
C -7.6244 0.6118 0.1413
N -8.0835 -0.3967 1.1862
C -6.9547 -1.4016 1.3107
N 1.2456 0.8169 -1.9939
P 0.6182 1.6990 -3.4536
P -1.0601 2.8761 -2.6464
O -1.8289 2.0308 -1.5221
O -2.2165 3.3791 -3.8487
O -0.5337 4.3543 -1.8301
C 1.9330 1.5762 -0.8421
N 2.2007 3.0837 -0.7644
H 0.3865 -0.0969 2.0197
H 0.9512 -1.1027 3.5264
H -0.7162 -0.0487 3.5478
H 2.1432 0.9828 4.4528
H 0.5328 1.9406 4.2085
H 0.8831 2.2951 1.6592
H 2.3708 2.9523 2.6583
H 3.7051 1.8988 1.0589
H 4.1816 0.6793 3.2956
H 3.1441 -0.8294 2.8517
H 4.7566 -0.3436 1.8196
H 1.7765 -2.1346 1.7682
H 1.4615 -3.1558 0.1062
H 4.2224 -3.2573 1.5080
H 4.2171 -1.4536 -1.5915
H 5.7845 -1.8445 -0.2508
H 1.2346 -2.6494 -3.1085
H -0.0460 -1.3175 -3.6596
H -1.3360 -3.4152 -2.5885
H -0.4670 -3.1122 -0.9366
H -2.0168 -0.5597 -2.1998
H -1.6654 -1.0726 -0.3828
H -5.4233 0.6028 -1.1198
H -8.2106 1.5489 -0.2429
H -7.1166 -2.2622 2.1063
H 1.6741 2.5816 -3.8834
H -3.0593 3.6348 -3.3307
H -0.2378 5.0407 -2.5175
H 3.2507 3.1956 -0.6332
H 1.9919 3.5404 -1.6799

The calculation puts the HOMO-LUMO gap at 5.912 eV. The net charge is +1. The value obtained for the energy is -75016.5651 eV. Its SMILES is CCC[C@@H](C)[n+]1c(C[C@@H]2CO2)c(CCCSC(=S)n2ccnc2)n(PP(=O)(O)O)c1N. The value obtained for the HOMO energy is -9.8 eV.

***

Record 5
Density functional theory data (wB97M-V/def2-TZVPD) for the molecule C9H12N4 at a distorted geometry.

Atoms and positions in Å:
C 2.3156 -1.8432 0.0543
C 1.0805 -1.1669 -0.3712
N 1.7391 0.1376 -0.4128
C 0.9412 1.2039 -0.9384
C 0.2504 1.6082 0.3067
C -0.2984 0.3945 0.9459
N -1.5279 -0.0330 0.3108
C -2.7102 0.6978 -0.0695
C -3.4776 -0.3627 -0.4236
N -2.9649 -1.6398 -0.4885
C -1.7971 -1.4085 0.1925
C 3.1651 0.2016 -0.2628
N 3.6242 -1.0483 0.0709
H 2.2216 -2.8544 0.4497
H 0.0507 -1.2044 -0.8074
H 1.4941 2.0144 -1.4418
H 0.1115 0.5717 -1.5263
H 1.1353 1.5717 1.2326
H -0.5227 2.5587 0.1859
H 0.2387 -0.5877 1.2110
H -0.4242 0.6256 1.9727
H -2.9453 1.7907 -0.0097
H -4.5147 -0.1468 -0.6971
H -1.1622 -2.2661 0.6004
H 3.9769 1.1853 -0.0840

The calculation puts the HOMO-LUMO gap at 9.205 eV. The value obtained for the energy is -15480.7163 eV. The energy relative to the best compared isomer or geometry (same formula, charge and spin) is 7.175 eV. Its SMILES is c1cn(CCCn2ccnc2)cn1. The value obtained for the HOMO energy is -8.6 eV.

***

Record 6
Density functional theory data (wB97M-V/def2-TZVPD) for a structure of composition C18H9BrCl5N5O3Ru at a distorted geometry.

Atoms and positions in Å:
Ru -0.1403 0.3226 0.2634
Br 2.2047 -1.8603 1.0441
C 2.2819 -0.4059 2.2776
C 3.3041 -0.2021 3.1854
C 3.1747 0.8775 4.0535
C 2.0456 1.6854 3.9976
C 1.0909 1.3952 3.0345
N 1.2311 0.3861 2.1933
C -0.2590 2.1774 2.8678
O -0.5666 2.9314 3.7616
O -0.8607 1.8948 1.8028
H 4.1581 -0.8598 3.2176
H 3.9490 1.0735 4.7808
H 1.8867 2.5151 4.6687
N 1.9690 1.4934 -3.3488
C 3.0289 0.7134 -2.9983
C 2.7578 0.2316 -1.7503
N 1.5526 0.7027 -1.3402
C 1.0827 1.4632 -2.3251
C -0.1911 2.1182 -2.2436
N -1.0119 1.9254 -1.2198
C -2.1087 2.6798 -1.4382
C -1.9634 3.3478 -2.6256
N -0.7489 2.9852 -3.1250
H 1.8789 1.9911 -4.2199
H 3.8680 0.5510 -3.6423
H 3.3607 -0.4153 -1.1479
H -2.9175 2.7096 -0.7364
H -2.6103 4.0253 -3.1395
H -0.3500 3.3203 -3.9885
Cl -4.0452 -6.0262 0.7683
C -3.2472 -4.6145 0.2623
C -2.7487 -3.7047 1.2125
Cl -2.9428 -4.0269 2.8782
C -2.1032 -2.5605 0.7853
Cl -1.5130 -1.3858 1.8868
C -1.8727 -2.2757 -0.5970
O -1.2262 -1.2605 -0.9710
C -2.4109 -3.2205 -1.5316
Cl -2.1833 -2.8972 -3.1867
C -3.0859 -4.3533 -1.1080
Cl -3.7187 -5.4484 -2.2587

The calculation puts the HOMO-LUMO gap (alpha / beta) at 8.510 / 5.140 eV. The expectation value of S² is 8.80. The net charge is +1. As for the spin multiplicity: 6. The value obtained for the energy is -167635.1206 eV. The energy relative to the best compared isomer or geometry (same formula, charge and spin) is 0.431 eV. The value obtained for the HOMO energy (alpha / beta) is -11.1 / -11.2 eV.